Run A
{"formula": "C6H10NO", "method": "ωB97M-V with the def2-TZVPD basis set", "symbols": ["C", "C", "C", "C", "C", "C", "N", "O", "H", "H", "H", "H", "H", "H", "H", "H", "H", "H"], "positions_angstrom": [[-0.2697, 0.6302, 0.6045], [1.1123, -0.6480, -0.7545], [-1.6521, -1.2894, 0.7276], [-0.8523, -1.9428, -0.3441], [0.1751, 2.0165, 0.7257], [2.0631, 0.0974, -1.5667], [-1.3714, 0.1062, 0.9534], [0.1844, -1.5464, -0.9673], [-2.7351, -1.4162, 0.6065], [-1.3516, -1.8341, 1.7363], [-1.0128, -2.9566, -0.4629], [1.2194, 2.0166, 1.3209], [-0.3571, 2.7246, 1.3117], [0.3899, 2.3231, -0.2571], [1.9510, 1.1482, -1.3097], [1.7147, 0.1386, -2.5703], [2.9788, -0.2090, -1.2587], [-2.1868, 0.6412, 1.5048]], "multiplicity": 1, "orbital_gap_ev": [7.8, 8.3], "e_homo_ev": [-11.962, -12.249], "total_charge": 1}



Run B
{"formula": "C6H10NO", "method": "ωB97M-V with the def2-TZVPD basis set", "symbols": ["C", "C", "C", "C", "C", "C", "N", "O", "H", "H", "H", "H", "H", "H", "H", "H", "H", "H"], "positions_angstrom": [[-3.4407, -1.2430, 0.9466], [-0.7378, 1.2906, 0.1902], [-1.8267, 0.2640, -0.5156], [-2.9424, -0.3219, 0.2404], [2.1084, -0.4307, 0.3150], [1.3515, 0.4871, -0.6735], [0.5592, 1.4128, 0.0660], [-3.1178, 0.7258, -0.5852], [-4.5249, -1.1422, 0.9257], [-3.0328, -2.2160, 1.2745], [-1.0561, 2.1483, 0.8060], [-1.1978, -0.1522, -1.3246], [1.4853, -1.0262, 0.9975], [2.4924, -1.1030, -0.4212], [3.0254, 0.0127, 0.8257], [0.5958, -0.0772, -1.2488], [2.1811, 0.9633, -1.2448], [1.0563, 2.1857, 0.5247]], "multiplicity": 1, "orbital_gap_ev": 9.1, "smiles": "C=C1O[C@H]1/C=[NH+]\\CC", "e_homo_ev": -13.976, "total_charge": 1}



What is the stability order? It is run B, run A, from most stable to least stable.